This record from the OMol25 dataset describes a molecular structure, C5H12O2 in a non-equilibrium geometry. The level of theory is ωB97M-V/def2-TZVPD.

## Properties
Relative energy (zero: lowest compared OMol25 entry of this formula, charge and spin) = 3.694 eV
Kohn-Sham gap = 8.5017 eV
Net charge = 0

Element x y z (Å)
1 C 0.850 1.383 -0.140
2 C -1.327 1.009 -1.631
3 C 2.206 0.753 -0.069
4 O -0.155 0.365 -1.162
5 H 0.313 1.422 0.806
6 H 0.829 2.316 -0.705
7 H -1.089 1.917 -2.191
8 H -1.960 1.276 -0.776
9 H -1.870 0.322 -2.283
10 H 2.573 0.526 -1.069
11 H 2.178 -0.160 0.522
12 H 2.903 1.452 0.404
13 C -0.846 -2.454 1.271
14 C -0.693 -0.951 1.176
15 O -0.758 -0.238 2.145
16 H -0.495 -0.463 -0.130
17 H -0.981 -2.774 2.306
18 H -1.714 -2.768 0.689
19 H 0.034 -2.930 0.837

These are the natural (NBO) partial charges, in e, on atoms 1 to 6:
1. C -0.02
2. C -0.26
3. C -0.66
4. O -0.61
5. H 0.23
6. H 0.19

***

This record from the OMol25 dataset describes a molecular structure, C3H3Br2NO in a non-equilibrium geometry. The level of theory is ωB97M-V/def2-TZVPD.

## Properties
Relative energy (zero: lowest compared OMol25 entry of this formula, charge and spin) = 3.461 eV
Kohn-Sham gap (spin up / spin down) = 7.2858 / 7.2847 eV
Net charge = 0

Element x y z (Å)
1 C -1.107 0.356 -0.382
2 C 0.713 1.203 -1.816
3 C 0.265 -1.410 1.544
4 N -0.370 0.942 -1.375
5 O 1.686 1.460 -2.374
6 Br -0.151 0.572 1.463
7 Br 2.110 -1.665 1.123
8 H -1.124 -0.810 -0.497
9 H -2.001 1.001 -0.178
10 H -0.022 -1.650 2.491

These are the natural (NBO) partial charges, in e, on atoms 1 to 6:
1. C -0.19
2. C 0.90
3. C -0.66
4. N -0.59
5. O -0.47
6. Br 0.35

***

This record from the OMol25 dataset describes a single C21H27N3O5S molecule. The level of theory is ωB97M-V/def2-TZVPD.

## Properties
Relative energy (zero: lowest compared OMol25 entry of this formula, charge and spin) = 1.567 eV
Kohn-Sham gap = 8.8512 eV
Net charge = 0

Element x y z (Å)
1 C -6.942 -0.717 0.158
2 C -5.471 -0.908 -0.039
3 C -4.824 -1.986 0.565
4 C -3.466 -2.176 0.397
5 C -2.755 -1.278 -0.377
6 S -1.014 -1.545 -0.567
7 O -0.756 -2.891 -0.984
8 O -0.411 -0.505 -1.370
9 N -0.438 -1.449 1.017
10 C -0.773 -0.222 1.712
11 C -0.580 1.046 0.869
12 O -1.568 1.601 0.419
13 N 0.673 1.497 0.644
14 C 1.857 1.036 1.323
15 C 2.790 0.074 0.563
16 O 3.911 -0.125 0.985
17 N 2.285 -0.501 -0.538
18 C 3.079 -1.442 -1.314
19 C 3.218 -2.762 -0.623
20 C 2.291 -3.697 -0.261
21 C 3.009 -4.721 0.404
22 C 4.312 -4.330 0.395
23 O 4.447 -3.147 -0.222
24 C 0.805 2.677 -0.205
25 C 1.972 2.630 -1.198
26 C 2.287 4.105 -1.431
27 C 2.202 4.692 -0.023
28 C 0.995 3.984 0.602
29 C -3.369 -0.207 -0.992
30 C -4.731 -0.026 -0.818
31 H -7.298 0.160 -0.375
32 H -7.169 -0.599 1.216
33 H -7.487 -1.589 -0.201
34 H -5.394 -2.676 1.170
35 H -2.945 -3.004 0.850
36 H 0.546 -1.682 1.027
37 H -0.231 -0.186 2.658
38 H -1.845 -0.266 1.935
39 H 1.602 0.541 2.262
40 H 2.472 1.904 1.586
41 H 1.338 -0.313 -0.853
42 H 4.084 -1.029 -1.447
43 H 2.587 -1.563 -2.280
44 H 1.239 -3.668 -0.463
45 H 2.607 -5.620 0.823
46 H 5.203 -4.789 0.777
47 H -0.135 2.728 -0.760
48 H 2.843 2.146 -0.760
49 H 1.704 2.099 -2.109
50 H 3.263 4.255 -1.890
51 H 1.527 4.556 -2.070
52 H 2.088 5.774 -0.028
53 H 3.113 4.450 0.527
54 H 1.150 3.776 1.661
55 H 0.100 4.599 0.521
56 H -2.775 0.473 -1.579
57 H -5.221 0.812 -1.289

These are the natural (NBO) partial charges, in e, on atoms 1 to 6:
1. C -0.63
2. C 0.03
3. C -0.24
4. C -0.11
5. C -0.39
6. S 2.30